# 1
The following is a DFT calculation (wB97M-V/def2-TZVPD) of a molecular structure, C10H17BrCl2HfO2 at a distorted geometry.

Last column: Löwdin charge in e.
Positions of all 33 atoms, in Å:
C 0.1666 1.1037 0.9987  -0.28
C 0.5091 1.4131 -0.3487  -0.30
C 1.2245 0.3016 -0.8829  -0.29
C 0.1846 2.6348 -1.0988  -0.12
C 1.3490 -0.6814 0.1479  -0.29
C 0.6702 -0.1919 1.3041  -0.27
C 0.5177 -0.9086 2.5697  -0.11
C -0.6051 1.9740 1.9090  -0.11
C 1.7351 0.1958 -2.2615  -0.11
C 2.0547 -1.9593 0.0259  -0.11
Hf -2.5380 -0.9537 -1.1836  0.50
Cl -1.8625 -0.1367 -3.1197  0.04
Cl -3.1708 1.1986 -0.3513  -0.08
O -1.0151 -2.1738 -1.0602  -0.44
H -0.4337 3.3070 -0.4815  0.06
H -0.3762 2.4078 -2.0137  0.04
H 1.0938 3.1764 -1.3886  0.06
H 0.9767 0.5288 -2.9891  0.03
H 1.9930 -0.8476 -2.4952  0.05
H 2.6262 0.8072 -2.4084  0.05
H 1.9172 -2.3993 -0.9609  0.04
H 1.6848 -2.6660 0.7855  0.06
H 3.1412 -1.8299 0.1898  0.06
H 0.4838 -1.9930 2.3808  0.06
H -0.4324 -0.6426 3.0345  0.04
H 1.3518 -0.7019 3.2584  0.05
H -1.4072 2.4781 1.3691  0.01
H 0.0412 2.7320 2.3767  0.05
H -1.0595 1.3646 2.6963  0.06
H -0.5529 -2.6477 -1.7586  0.00
O -2.3054 -1.4065 1.6412  -0.56
H -3.3331 -1.2567 1.7197  -0.10
Br -4.6290 -2.2268 -1.6047  -0.09

Calculated values
Highest occupied orbital energy (eV): 0.90
Total energy (eV): -111139.788
Energy above the lowest of the compared OMol25 structures with the same formula, charge and spin (kcal/mol): 31.5
Net charge: -2

---

# 2
The following is a DFT calculation (wB97M-V/def2-TZVPD) of a molecular structure, C10H17Cl3MoO2 at a distorted geometry.

Last column: Löwdin charge in e.
Positions of all 33 atoms, in Å:
C 0.7338 -0.2352 -1.0973  -0.36
C -0.6376 -0.6522 -0.9893  -0.34
C -0.8776 -1.0493 0.3459  -0.29
C -1.6084 -0.7897 -2.0997  -0.09
C 0.3128 -0.8695 1.0866  -0.31
C 1.3245 -0.3709 0.1977  -0.35
C 2.7566 -0.1707 0.5350  -0.05
C 1.4371 0.1443 -2.3483  -0.06
C -2.1457 -1.6061 0.8697  -0.04
C 0.5008 -1.2726 2.5000  -0.05
Mo -0.1719 1.3541 0.2707  1.23
Cl -4.7194 2.0337 -2.1673  -0.90
Cl -1.2097 2.3056 -1.6605  -0.03
O 0.4766 1.9340 2.1026  -0.55
H -1.3024 -0.2319 -2.9760  0.05
H -2.5954 -0.4377 -1.8144  0.05
H -1.6914 -1.8433 -2.3747  0.08
H -3.0090 -1.1561 0.3906  0.08
H -2.2413 -1.4481 1.9389  0.07
H -2.1783 -2.6817 0.6831  0.08
H -0.3470 -0.9855 3.1148  0.07
H 1.3869 -0.8251 2.9334  0.06
H 0.6037 -2.3584 2.5527  0.08
H 2.8799 0.1781 1.5559  0.07
H 3.2202 0.5569 -0.1238  0.07
H 3.3001 -1.1111 0.4292  0.07
H 0.7861 0.7027 -3.0129  0.05
H 1.7797 -0.7501 -2.8716  0.07
H 2.3009 0.7687 -2.1435  0.07
H -0.2443 2.0963 2.7257  -0.08
O 1.1516 2.6780 -0.1778  -0.52
H 1.7025 2.8915 0.5916  -0.02
Cl -1.6743 3.2016 1.0333  -0.20

Calculated values
Highest occupied orbital energy (alpha / beta) (eV): -0.69 / -0.71
Total energy (eV): -54167.508
Spin multiplicity: 3
Net charge: -2

---

# 3
The following is a DFT calculation (wB97M-V/def2-TZVPD) of a molecular structure, C10H17Cl3O6Os at a distorted geometry.

Last column: Löwdin charge in e.
Positions of all 37 atoms, in Å:
C 2.0831 0.3437 -1.2085  -0.37
C 1.9424 -1.0435 -1.5145  -0.41
C 1.8231 -1.7855 -0.2017  -0.38
C 1.8597 -1.7106 -2.8562  -0.09
C 1.8658 -0.7674 0.8068  -0.33
C 2.1310 0.5047 0.2177  -0.23
C 2.7175 1.7119 0.9420  -0.03
C 2.5452 1.4082 -2.2265  -0.09
C 1.5775 -3.2608 -0.0362  -0.10
C 1.9858 -1.0488 2.2950  -0.06
Os -0.1185 -0.9655 -0.7077  0.85
Cl -1.2903 -2.4437 -1.6041  -0.01
Cl -0.5909 0.8159 -2.1311  -0.07
O -0.6808 -0.8246 1.1362  -0.47
H 1.8814 -0.9457 -3.6096  0.06
H 0.9213 -2.2366 -2.8848  0.00
H 2.6831 -2.4089 -2.9008  0.07
H 0.7886 -3.6035 -0.6885  0.00
H 1.2779 -3.4129 0.9859  0.07
H 2.5095 -3.7171 -0.3051  0.06
H 1.2344 -1.7785 2.5942  0.06
H 1.8148 -0.1114 2.8488  0.07
H 2.9906 -1.4418 2.5549  0.07
H 2.3718 1.7508 1.9444  0.05
H 2.4840 2.6064 0.4138  0.06
H 3.7655 1.5017 0.9129  0.07
H 2.1202 1.2624 -3.1996  0.03
H 3.6292 1.2937 -2.2828  0.07
H 2.3094 2.4252 -1.9028  0.06
H -1.6808 -0.6740 1.2342  -0.04
O -0.6578 3.0079 1.0736  -0.15
H -0.8167 1.9894 0.6567  0.06
O -5.0470 1.2150 1.8900  -0.38
Cl -3.8545 0.9851 1.1131  0.69
O -4.1638 0.9617 -0.3109  -0.37
O -2.8806 2.0314 1.3843  -0.39
O -3.2869 -0.3312 1.5098  -0.40

Calculated values
Highest occupied orbital energy (alpha / beta) (eV): 0.47 / -0.46
Total energy (eV): -62954.620
Spin multiplicity: 5
Energy above the lowest of the compared OMol25 structures with the same formula, charge and spin (kcal/mol): 66.9
Net charge: -2

---

# 4
The following is a DFT calculation (wB97M-V/def2-TZVPD) of 4 unconnected molecules or ions with the total composition C10H17Cl6F3O2 at a distorted geometry.

Last column: Löwdin charge in e.
Positions of all 38 atoms, in Å:
C 3.5421 0.0751 3.3882  -0.07
C 4.0153 -1.0812 2.5022  -0.27
O 4.2663 -2.1536 3.3087  0.01
C 5.0595 -3.2047 2.9223  -0.26
O 5.9018 -3.0491 2.0201  0.13
C 4.7385 -4.5810 3.5389  -0.58
F 4.6590 -5.5694 2.6732  0.19
F 5.5653 -4.9588 4.5419  0.15
F 3.5538 -4.5784 4.0888  0.18
H 2.6667 -0.1930 3.9797  0.08
H 3.3748 0.9978 2.8326  0.02
H 4.3831 0.2884 4.0480  0.08
H 4.8689 -0.6856 1.9518  0.13
H 3.2287 -1.3654 1.8032  0.13
Cl -8.1159 1.4713 -2.4766  0.51
C -6.5380 0.6370 -2.6831  -0.64
C -5.4687 1.1034 -1.6359  -0.61
Cl -6.1687 0.8936 0.0274  0.49
H -6.2605 0.7244 -3.7336  0.06
H -6.7029 -0.4349 -2.5732  0.06
H -5.1544 2.1376 -1.7764  0.07
H -4.5643 0.5024 -1.5415  0.02
Cl 0.7671 2.7925 -3.1643  0.54
C -1.0158 2.5426 -3.5087  -0.62
C -1.2999 1.3167 -4.3926  -0.67
Cl -1.1320 -0.1363 -3.4177  0.56
H -1.3675 3.3689 -4.1265  0.07
H -1.7101 2.5279 -2.6685  0.06
H -0.5620 1.2886 -5.1944  0.06
H -2.2811 1.2938 -4.8668  0.07
Cl -2.4597 0.7717 0.3503  0.58
C -0.8301 0.8200 1.0718  -0.65
C 0.2123 1.0961 -0.0461  -0.60
Cl 1.8534 1.6155 0.6880  0.52
H -0.5177 -0.1493 1.4603  0.07
H -0.6524 1.5190 1.8891  0.07
H -0.1561 2.0308 -0.4688  0.02
H 0.3012 0.3258 -0.8121  0.05

Calculated values
Highest occupied orbital energy (eV): -10.76
SMILES: CCOC(=O)C(F)(F)F.ClCCCl.ClCCCl.ClCCCl
Total energy (eV): -98027.188
Energy above the lowest of the compared OMol25 structures with the same formula, charge and spin (kcal/mol): 39.6
Net charge: 0

---

# 5
The following is a DFT calculation (wB97M-V/def2-TZVPD) of a molecular structure, C10H17CrO6Si at a distorted geometry.

Last column: Löwdin charge in e.
Positions of all 35 atoms, in Å:
Cr 0.6015 1.0260 1.3141  0.98
O 1.1623 -2.7049 3.2789  0.16
C 1.2755 -1.8122 2.3149  -0.43
O 0.3412 -1.3576 1.6571  0.06
C 2.7402 -1.3479 2.1255  -0.09
O 2.7011 0.0288 2.0080  -0.20
C 3.3304 0.9487 2.9317  -0.02
C 2.2181 2.0077 3.4821  -0.54
O 2.4607 2.5311 4.5664  0.06
O 1.1171 2.1172 2.8097  -0.13
H 0.2284 -3.0300 3.3253  0.17
H 3.3739 -1.7228 2.9313  0.14
H 3.0888 -1.7356 1.1338  0.16
H 3.8214 0.4771 3.7731  0.13
H 4.0715 1.4938 2.3825  0.12
C -2.4580 0.2595 -3.9302  -0.21
Si -2.4940 -0.4558 -2.1531  0.49
C -4.3878 -0.6735 -1.7089  -0.19
C -1.6031 -2.1087 -2.3785  -0.20
C -1.6920 0.5284 -0.7740  -0.17
C -1.0062 0.8941 0.2325  -0.18
H -2.7152 -0.4834 -4.7277  0.04
H -1.4177 0.5823 -4.1670  0.03
H -3.1591 1.1274 -4.0233  0.03
H -4.9047 -1.3439 -2.4313  0.03
H -4.8291 0.3123 -1.8206  0.01
H -4.5053 -1.0114 -0.6707  0.02
H -2.2320 -2.8449 -2.8800  0.03
H -1.3185 -2.5167 -1.3737  0.03
H -0.7002 -1.9695 -2.9725  0.02
C 1.3367 2.5676 -0.8934  -0.19
O 1.7912 1.7211 0.1378  -0.36
H 2.1924 2.6647 -1.5386  0.07
H 1.1389 3.5783 -0.5214  0.09
H 0.4316 2.2526 -1.4400  0.06

Calculated values
Highest occupied orbital energy (alpha / beta) (eV): -9.12 / -9.63
Total energy (eV): -59227.986
Spin multiplicity: 4
Net charge: 0

---

# 6
The following is a DFT calculation (wB97M-V/def2-TZVPD) of a molecular structure, C10H17F2N2O7S3 at a distorted geometry.

Last column: Löwdin charge in e.
Positions of all 41 atoms, in Å:
O -3.3385 2.4398 0.9328  0.12
C -2.4745 2.0495 0.2754  -0.43
O -2.6214 1.8033 -1.0160  0.00
C -1.4042 1.4455 -1.7132  -0.15
C -1.2464 -0.0735 -1.8918  -0.11
C -0.2371 -0.6610 -0.8870  -0.25
C 1.0148 -1.2865 -1.5612  -0.03
C 0.9818 -2.7639 -1.1150  -0.47
O 1.8441 -3.5213 -1.0863  0.17
N -0.3953 -3.0275 -0.7520  0.07
C -0.7119 -1.8392 0.0529  -0.32
C -2.1382 -1.6784 0.5009  -0.15
C -2.4669 -2.2027 1.9094  -0.24
C -1.3592 -2.0609 2.9642  -0.56
S -0.6613 -0.3948 3.1653  0.74
H -1.4992 1.8601 0.7438  0.14
H -0.5559 1.8813 -1.1957  0.09
H -1.4643 1.9263 -2.6825  0.12
H -2.2160 -0.5667 -1.8760  0.11
H -0.8489 -0.1846 -2.8960  0.10
H 0.1282 0.0924 -0.2060  0.08
H 1.0552 -1.1540 -2.6370  0.12
H 1.8542 -0.6975 -1.1862  0.12
H -0.9595 -3.0175 -1.5993  0.12
H 0.0777 -1.8347 0.8022  0.12
H -2.5013 -0.6601 0.4212  0.10
H -2.7405 -2.2661 -0.1919  0.12
H -3.3173 -1.6373 2.2863  0.10
H -2.7813 -3.2431 1.9043  0.10
H -1.7504 -2.3773 3.9220  0.06
H -0.5858 -2.7848 2.7212  0.06
H -0.2459 -0.0263 1.9395  -0.16
N 3.5341 2.4428 -0.7387  -0.31
S 4.9451 3.0635 -0.3542  0.48
O 5.5266 2.5726 0.8512  -0.29
O 5.1223 4.4452 -0.6572  -0.29
F 5.8116 2.3419 -1.4803  -0.20
S 2.3766 2.8709 0.2252  0.47
O 1.2100 2.0481 0.0557  -0.32
O 2.1481 4.2663 0.3932  -0.27
F 2.8905 2.4104 1.6569  -0.19

Calculated values
Highest occupied orbital energy (eV): -7.07
Total energy (eV): -65900.652
Net charge: -1

---

# 7
The following is a DFT calculation (wB97M-V/def2-TZVPD) of 2 unconnected molecules or ions with the total composition C10H17F3NO7S2 at a distorted geometry.

Last column: Löwdin charge in e.
Positions of all 40 atoms, in Å:
C 2.7477 -0.3016 -0.2856  -0.10
C 1.8486 -1.2864 -1.2366  -0.23
O 0.4522 -0.8661 -1.4343  -0.20
C -0.3003 -0.8260 -0.1699  -0.11
C -1.8148 -1.4360 -0.3041  0.01
N -2.2572 -2.5922 0.3368  0.09
C -3.7248 -2.8626 -0.0577  -0.08
C -4.2611 -1.3116 -0.1503  -0.28
S -6.0513 -1.0387 -0.7197  0.89
O -6.3391 -1.6864 -2.0971  -0.32
O -7.0324 -1.6298 0.3521  -0.34
C -6.4017 0.8380 -0.7340  -0.26
F -6.9202 1.3052 0.5956  0.03
F -5.1673 1.6337 -1.0079  0.00
F -7.3491 1.1208 -1.8479  0.04
C -3.0681 -0.7836 -1.1980  -0.02
H 2.1576 0.2745 0.5437  0.06
H 3.3130 0.4864 -0.9524  0.10
H 3.5637 -0.9560 0.2665  0.11
H 2.3528 -1.2587 -2.3183  0.15
H 1.9371 -2.4261 -0.8984  0.14
H 0.3189 -1.4114 0.6397  0.15
H -0.3575 0.3268 0.1366  0.17
H -1.6408 -3.1447 0.9775  0.19
H -3.6266 -3.3990 -1.1013  0.17
H -4.1361 -3.5787 0.7722  0.17
H -4.1789 -0.9508 0.9712  0.17
H -2.9046 0.3782 -1.1590  0.14
H -3.3194 -1.2821 -2.2291  0.16
C 6.0351 2.8677 0.2575  -0.17
C 6.2569 3.5091 1.6246  -0.17
O 5.1729 3.0534 2.4309  -0.19
S 4.7479 1.5542 1.9491  0.68
O 5.3898 0.5997 2.8255  -0.22
O 3.3286 1.5457 1.6806  -0.27
O 5.5453 1.5552 0.5271  -0.21
H 5.2703 3.4064 -0.3112  0.13
H 6.9561 2.8178 -0.3295  0.14
H 6.2688 4.6005 1.5757  0.14
H 7.1881 3.1552 2.0795  0.14

Calculated values
Highest occupied orbital energy (eV): -13.38
Total energy (eV): -56275.141
Energy above the lowest of the compared OMol25 structures with the same formula, charge and spin (kcal/mol): 140.1
Net charge: +1

---

> Among the records above, which one has the lowest total energy?

C10H17BrCl2HfO2

---

> What is the net charge in the second record?

-2

---

Please write out number 6 again, unchanged.
The following is a DFT calculation (wB97M-V/def2-TZVPD) of a molecular structure, C10H17F2N2O7S3 at a distorted geometry.

Last column: Löwdin charge in e.
Positions of all 41 atoms, in Å:
O -3.3385 2.4398 0.9328  0.12
C -2.4745 2.0495 0.2754  -0.43
O -2.6214 1.8033 -1.0160  0.00
C -1.4042 1.4455 -1.7132  -0.15
C -1.2464 -0.0735 -1.8918  -0.11
C -0.2371 -0.6610 -0.8870  -0.25
C 1.0148 -1.2865 -1.5612  -0.03
C 0.9818 -2.7639 -1.1150  -0.47
O 1.8441 -3.5213 -1.0863  0.17
N -0.3953 -3.0275 -0.7520  0.07
C -0.7119 -1.8392 0.0529  -0.32
C -2.1382 -1.6784 0.5009  -0.15
C -2.4669 -2.2027 1.9094  -0.24
C -1.3592 -2.0609 2.9642  -0.56
S -0.6613 -0.3948 3.1653  0.74
H -1.4992 1.8601 0.7438  0.14
H -0.5559 1.8813 -1.1957  0.09
H -1.4643 1.9263 -2.6825  0.12
H -2.2160 -0.5667 -1.8760  0.11
H -0.8489 -0.1846 -2.8960  0.10
H 0.1282 0.0924 -0.2060  0.08
H 1.0552 -1.1540 -2.6370  0.12
H 1.8542 -0.6975 -1.1862  0.12
H -0.9595 -3.0175 -1.5993  0.12
H 0.0777 -1.8347 0.8022  0.12
H -2.5013 -0.6601 0.4212  0.10
H -2.7405 -2.2661 -0.1919  0.12
H -3.3173 -1.6373 2.2863  0.10
H -2.7813 -3.2431 1.9043  0.10
H -1.7504 -2.3773 3.9220  0.06
H -0.5858 -2.7848 2.7212  0.06
H -0.2459 -0.0263 1.9395  -0.16
N 3.5341 2.4428 -0.7387  -0.31
S 4.9451 3.0635 -0.3542  0.48
O 5.5266 2.5726 0.8512  -0.29
O 5.1223 4.4452 -0.6572  -0.29
F 5.8116 2.3419 -1.4803  -0.20
S 2.3766 2.8709 0.2252  0.47
O 1.2100 2.0481 0.0557  -0.32
O 2.1481 4.2663 0.3932  -0.27
F 2.8905 2.4104 1.6569  -0.19

Calculated values
Highest occupied orbital energy (eV): -7.07
Total energy (eV): -65900.652
Net charge: -1